(1)
A molecular structure, C22H36O2P2Pt in a non-equilibrium geometry. Source: the OMol25 dataset; level of theory: ωB97M-V with the def2-TZVPD basis set.

```
63
Properties=species:S:1:pos:R:3:forces:R:3:lowdin_charge:R:1
P 0.950 3.181 -2.317 4.035 2.427 -3.395 0.77
P -0.543 1.432 -4.222 -0.192 -1.038 -3.580 0.90
C 1.337 3.446 -4.261 -0.119 -0.571 0.403 -0.35
C 0.119 2.998 -5.046 -0.917 0.171 -0.016 -0.43
H 2.291 3.022 -4.628 -0.516 -0.394 0.399 0.08
H 1.446 4.520 -4.438 0.307 -0.118 0.559 0.08
H -0.709 3.711 -5.026 0.266 0.464 0.098 0.08
H 0.398 2.864 -6.112 -0.418 0.116 0.820 0.08
C 0.198 0.582 -5.790 0.204 -0.879 0.071 -0.26
H -0.163 -0.434 -5.990 0.173 0.263 0.249 0.03
H 1.281 0.542 -5.630 -0.160 -0.131 -0.197 0.00
H 0.056 1.152 -6.732 -0.328 -0.221 0.855 0.06
C -2.318 0.967 -4.644 0.071 0.969 -0.107 -0.26
H -2.578 0.806 -5.708 0.442 0.280 0.489 0.06
H -3.006 1.707 -4.216 0.014 -0.195 -0.071 0.03
H -2.481 0.031 -4.116 -0.013 -0.130 0.144 0.03
C 2.800 3.526 -1.751 -0.699 -0.348 1.005 -0.19
H 2.783 3.643 -0.663 -0.003 0.031 -0.018 0.04
H 3.324 4.410 -2.144 -0.873 -0.066 -0.311 0.07
H 3.494 2.697 -1.931 -0.480 0.045 -0.068 0.01
C 0.211 4.849 -2.366 -0.929 -0.772 0.514 -0.29
H -0.812 4.554 -1.874 0.310 2.236 -0.470 -0.04
H -0.075 5.174 -3.353 0.217 0.269 -0.103 0.05
H 0.777 5.535 -1.763 -0.279 0.564 0.310 0.07
Pt -1.121 2.926 -1.310 -1.840 -3.157 -1.683 0.86
C 0.613 -1.933 -3.939 -0.564 0.982 0.329 -0.13
C 1.386 -2.742 -4.662 0.516 -0.074 -0.213 -0.06
C 2.861 -2.956 -4.278 0.268 -0.480 -1.229 -0.13
C 3.815 -1.736 -4.027 -1.101 -0.446 1.152 -0.10
C 3.208 -0.386 -4.190 1.164 -1.747 -1.947 0.03
C 2.818 0.297 -3.135 -3.437 0.687 4.439 0.05
C 1.617 -0.110 -2.194 1.361 -0.483 0.715 -0.16
C 0.892 -1.453 -2.521 0.010 0.602 0.944 -0.17
C -0.714 3.998 0.317 1.613 0.151 0.529 -0.23
H -0.334 -1.522 -4.328 0.319 -1.012 0.223 0.09
H 0.976 -3.308 -5.549 0.681 1.082 0.866 0.14
H 3.386 -3.499 -5.074 -0.517 -0.231 0.242 0.12
H 2.986 -3.507 -3.367 -0.346 -0.796 0.319 0.11
H 4.089 -1.834 -2.964 0.177 0.246 -0.394 0.13
H 4.737 -1.806 -4.606 -0.237 0.198 -0.241 0.14
H 3.202 0.083 -5.145 0.821 0.559 -0.848 0.14
H 3.413 1.045 -2.640 -0.003 1.148 -0.839 0.11
H 0.870 0.715 -1.940 1.195 -0.628 -1.186 0.02
H 2.080 -0.210 -1.163 -0.126 -0.064 -0.876 0.14
H 1.421 -2.204 -1.918 -0.066 -0.164 -0.488 0.12
H -0.066 -1.293 -1.980 0.284 -0.446 -0.566 0.10
H -1.264 3.662 1.227 0.915 0.889 -0.837 0.03
H -0.541 5.037 0.043 -0.557 0.052 0.882 0.00
H 0.256 3.434 -0.023 -0.452 1.128 2.853 -0.02
O -1.358 1.601 1.109 -0.159 -2.123 -0.551 0.13
C -1.480 0.622 0.318 0.161 -0.311 -0.397 -0.58
O -1.566 0.703 -0.943 0.319 0.632 0.869 -0.07
C -1.647 -0.734 0.922 1.590 0.793 -0.340 -0.13
C -0.618 -1.661 1.191 0.778 -0.469 0.292 0.02
C -0.963 -2.982 1.536 0.597 1.088 -0.586 -0.02
C -2.309 -3.301 1.773 -0.201 0.709 -0.170 0.00
C -3.289 -2.304 1.660 -0.350 0.777 -0.511 0.00
C -2.955 -1.069 1.104 -2.112 -0.697 1.062 0.01
H 0.430 -1.296 1.108 -0.829 -0.669 0.072 0.14
H -0.194 -3.755 1.588 -0.231 0.318 0.170 0.12
H -2.617 -4.307 2.007 0.126 -0.134 0.288 0.13
H -4.326 -2.436 1.968 0.276 -0.438 -0.301 0.13
H -3.689 -0.306 0.837 -0.156 -0.445 0.378 0.15
```
Positions in Å, forces in eV/Å.

Calculated values
Multiplicity: 5
Gap between HOMO and LUMO (alpha / beta) (eV): 5.09 / 4.68
Charge: +2
ΔE to the lowest compared entry with this formula, charge and spin (kcal per mole): 153.29
<S²>: 6.040

---

(2)
A molecular structure, C22H36O3P2Sn in a non-equilibrium geometry. Source: the OMol25 dataset; level of theory: ωB97M-V with the def2-TZVPD basis set.

```
64
Properties=species:S:1:pos:R:3:forces:R:3:lowdin_charge:R:1
P -0.614 -1.599 -4.182 2.368 -1.026 -2.960 1.03
P -0.260 2.143 -4.822 1.753 1.159 -1.364 0.97
C -1.503 -0.418 -5.257 -0.782 0.192 0.097 -0.34
C -0.653 0.707 -5.877 0.134 -0.312 0.085 -0.29
H -2.368 -0.021 -4.702 0.218 0.004 -0.241 0.05
H -1.903 -1.028 -6.079 -0.044 0.165 0.262 0.10
H 0.280 0.341 -6.332 -0.328 0.051 0.189 0.09
H -1.234 1.160 -6.704 0.181 -0.121 0.327 0.12
C -1.863 2.873 -4.451 -0.218 0.107 0.606 -0.14
H -1.821 3.468 -3.529 -0.071 -0.090 -0.239 0.08
H -2.641 2.105 -4.340 0.294 0.213 0.079 0.05
H -2.150 3.525 -5.288 0.186 -0.152 0.202 0.08
C 0.644 3.242 -5.940 -0.434 0.130 -0.476 -0.17
H -0.006 3.591 -6.749 0.199 0.011 0.055 0.07
H 1.490 2.690 -6.367 -0.155 0.070 0.090 0.07
H 1.048 4.105 -5.398 -0.223 -0.173 -0.078 0.08
C -1.647 -2.890 -3.368 -0.264 -0.034 0.342 -0.21
H -1.177 -3.170 -2.420 -0.101 0.084 -0.286 0.03
H -1.650 -3.786 -4.012 -0.033 0.587 0.102 0.08
H -2.686 -2.572 -3.175 0.533 -0.051 -0.118 0.03
C 0.031 -2.730 -5.508 -0.254 -0.069 -0.032 -0.21
H 0.873 -2.325 -6.081 -0.325 -0.049 0.158 0.05
H -0.796 -2.959 -6.194 0.252 -0.098 0.142 0.07
H 0.354 -3.661 -5.024 0.015 0.212 -0.181 0.07
Sn -2.820 -0.348 -1.361 0.711 0.715 3.153 1.28
C 2.459 2.324 -3.655 0.237 1.041 -0.565 -0.07
C 1.055 2.135 -3.424 -2.734 -1.085 0.961 -0.34
C 0.543 0.954 -2.525 0.364 0.614 0.949 -0.20
C 1.359 -0.331 -2.481 0.122 -0.475 -0.086 -0.19
C 1.509 -1.034 -3.851 -2.045 -1.134 3.754 -0.23
C 2.315 -0.456 -4.830 0.218 0.112 -1.916 -0.08
C 3.601 0.179 -4.469 0.649 1.117 0.030 -0.13
C 3.553 1.387 -3.477 1.596 -0.509 -0.027 -0.18
C -1.775 -1.946 -0.249 -0.383 -0.020 -0.601 -0.30
H 2.769 3.348 -3.871 -0.251 -0.227 0.007 0.13
H 0.723 3.088 -2.968 -0.238 -0.262 0.006 0.14
H -0.516 0.714 -2.788 0.419 0.071 0.063 0.02
H 0.474 1.335 -1.495 0.013 -0.218 -0.253 0.11
H 2.336 -0.137 -2.031 -0.205 -0.138 -0.099 0.11
H 0.852 -1.031 -1.794 0.194 0.288 -0.230 0.11
H 1.761 -2.104 -3.700 -0.261 0.255 -0.148 0.14
H 2.220 -0.784 -5.869 0.126 -0.019 0.309 0.11
H 4.069 0.537 -5.398 -0.111 -0.197 0.237 0.13
H 4.305 -0.550 -4.030 -0.284 -0.039 -0.220 0.15
H 3.672 1.009 -2.445 -0.184 0.345 -0.339 0.12
H 4.466 1.987 -3.653 -0.255 -0.557 0.100 0.14
H -0.747 -1.603 -0.095 -0.075 -0.038 0.086 0.00
H -1.775 -2.893 -0.795 0.002 0.110 0.500 -0.04
H -2.260 -2.085 0.723 0.107 0.149 -0.214 0.02
O 0.459 2.541 1.850 -0.300 -0.466 -1.094 0.04
C -0.359 2.157 2.840 -0.371 -0.216 0.309 -0.26
C -0.037 2.511 4.170 -0.256 -0.137 -0.453 0.00
C -0.866 2.105 5.209 0.063 0.024 -0.406 -0.06
C -1.997 1.327 4.933 -0.442 -0.260 -0.329 -0.07
C -2.321 0.981 3.613 -0.153 0.075 0.687 -0.02
C -1.535 1.400 2.542 0.525 0.228 -0.382 -0.07
C -1.865 1.021 1.113 0.097 -0.091 1.296 -0.55
O -2.992 0.462 0.854 0.480 0.034 -1.382 -0.18
O -0.984 1.211 0.215 -0.914 -0.468 -0.831 -0.10
H 0.066 2.096 1.021 0.753 0.743 1.028 0.07
H 0.861 3.105 4.353 -0.312 -0.214 -0.129 0.12
H -0.628 2.402 6.235 -0.122 -0.194 -0.410 0.12
H -2.641 1.001 5.753 0.227 0.079 -0.346 0.11
H -3.194 0.373 3.385 0.092 0.156 0.222 0.12
```
Positions in Å, forces in eV/Å.

Calculated values
Multiplicity: 1
Gap between HOMO and LUMO (alpha / beta) (eV): 4.03 / 4.56
Charge: +2
ΔE to the lowest compared entry with this formula, charge and spin (kcal per mole): 42.60

---

(3)
2 unconnected molecules or ions with the total composition C22H37BrN3OS in a non-equilibrium geometry. Source: the OMol25 dataset; level of theory: ωB97M-V with the def2-TZVPD basis set.

```
65
Properties=species:S:1:pos:R:3:forces:R:3:lowdin_charge:R:1
C -3.697 2.183 -7.131 0.602 0.976 1.046 -0.15
C -3.571 3.694 -6.425 0.176 -0.298 -0.256 -0.21
C -2.685 3.499 -5.020 -1.683 -0.246 -0.585 -0.21
O -1.727 4.598 -4.819 -0.607 -0.953 1.531 -0.23
C -1.295 4.716 -3.417 1.208 -0.657 0.063 -0.19
C -0.587 3.272 -2.998 0.326 -2.252 1.770 -0.06
C 0.834 2.927 -3.800 -0.751 -4.424 3.151 -0.46
Br 1.624 4.239 -5.147 -1.090 -1.991 1.983 0.62
C 1.567 1.486 -3.454 -2.897 2.726 0.283 -0.02
C 0.857 0.489 -2.363 -0.268 -1.269 0.948 -0.21
N 1.398 -0.894 -1.966 -4.564 4.489 0.748 -0.26
S 0.222 -1.477 -0.789 0.043 3.236 -1.841 0.85
N -1.003 -0.244 -0.557 4.678 2.188 -4.908 -0.26
C -0.522 0.827 -1.542 0.268 0.180 -0.425 -0.20
C -1.263 2.265 -1.862 2.476 0.568 -2.425 -0.05
C -2.654 2.680 -1.096 -0.010 -0.039 -0.807 -0.15
C -2.426 3.458 0.341 1.228 0.757 0.560 -0.34
C -0.809 3.412 0.743 -0.319 0.139 0.952 -0.13
C -2.825 5.063 0.296 -0.862 -0.088 -0.246 -0.12
H -4.259 2.214 -8.166 1.163 -0.132 2.236 0.08
H -2.567 1.816 -7.246 -2.672 0.482 0.054 0.08
H -4.274 1.527 -6.318 1.288 1.134 -2.078 0.09
H -3.054 4.477 -7.139 -0.865 -1.718 1.497 0.12
H -4.657 4.089 -6.226 2.171 -0.673 -0.120 0.10
H -2.192 2.431 -5.119 -0.582 2.247 0.489 0.12
H -3.447 3.503 -4.120 1.500 -0.188 -1.640 0.12
H -0.460 5.562 -3.371 -1.775 -1.933 -0.298 0.13
H -2.140 5.054 -2.681 1.390 -0.984 -1.457 0.11
H 2.570 1.217 -4.026 -2.471 0.471 1.530 0.11
H -3.264 3.400 -1.812 1.352 -1.585 1.452 0.09
H -3.300 1.701 -0.996 1.423 1.908 -0.012 0.12
H -3.066 2.997 1.230 1.456 0.625 -2.164 0.14
H -0.672 3.888 1.828 -0.365 -0.927 -2.365 0.09
H -0.153 4.054 -0.013 -1.502 -1.562 1.550 0.09
H -0.422 2.306 0.823 -0.670 2.184 -0.355 0.06
H -1.894 5.769 0.388 -1.781 -1.463 -0.068 0.08
H -3.607 5.293 1.161 1.833 -0.349 -1.821 0.09
H -3.369 5.329 -0.714 1.037 -0.510 1.973 0.07
C 2.526 -3.145 1.247 0.088 -0.136 -0.184 -0.11
C 1.338 -3.184 2.202 0.283 0.331 -0.188 -0.24
C 1.745 -3.066 3.673 -0.351 -0.398 0.079 -0.10
N 1.817 -4.406 4.439 -0.270 -0.096 0.655 -0.25
C 0.415 -4.938 4.703 0.539 0.270 -0.183 0.03
C 2.686 -5.472 3.778 -0.158 0.195 -0.049 -0.09
C 4.096 -5.022 4.087 0.316 0.063 -0.501 -0.15
C 4.016 -4.506 5.513 0.548 0.199 0.597 -0.15
C 2.551 -4.165 5.777 -0.301 -0.136 -0.182 -0.08
H 3.144 -4.042 1.318 0.036 0.048 -0.036 0.07
H 2.175 -3.069 0.213 0.184 -0.049 0.215 0.03
H 3.164 -2.277 1.448 -0.108 -0.082 -0.058 0.09
H 0.727 -4.069 2.001 -0.036 0.053 0.165 0.11
H 0.710 -2.316 1.961 0.004 -0.224 0.209 0.09
H 1.005 -2.460 4.210 0.226 -0.297 0.107 0.14
H 2.715 -2.566 3.778 -0.133 -0.263 -0.011 0.14
H -0.068 -5.151 3.747 0.054 0.091 0.191 0.10
H -0.142 -4.181 5.262 0.100 -0.154 -0.159 0.11
H 0.493 -5.857 5.292 0.050 0.231 -0.155 0.11
H 2.472 -6.428 4.272 -0.127 0.282 -0.034 0.15
H 2.445 -5.562 2.718 -0.076 0.087 0.146 0.13
H 4.406 -4.216 3.413 -0.078 -0.199 -0.012 0.11
H 4.822 -5.832 3.979 -0.201 0.112 -0.043 0.13
H 4.662 -3.634 5.655 -0.128 -0.197 0.017 0.12
H 4.351 -5.273 6.221 -0.102 0.207 -0.117 0.13
H 2.390 -3.132 6.097 -0.140 -0.236 -0.140 0.14
H 2.129 -4.847 6.524 -0.104 0.230 -0.276 0.13
```
Positions in Å, forces in eV/Å.

Calculated values
Multiplicity: 1
Gap between HOMO and LUMO (eV): 6.69
Charge: +1

---

Total energy across the listed records, respectively: -49288.8566, -53929.8765, -110790.3751 eV.